Molecular formula: C9H14Br2NO4V
Method: DFT, the ωB97M-V functional and the def2-TZVPD basis

XYZ file:
```
31
C9H14Br2NO4V (the ωB97M-V functional and the def2-TZVPD basis)
C -3.409 0.176 -0.395
C -2.790 0.755 0.964
Br -4.024 0.171 2.458
C -1.343 0.186 1.360
Br -1.329 -1.800 1.464
C -0.128 0.800 0.472
N -0.367 2.293 0.451
C -0.156 0.324 -1.060
C 1.247 -0.179 -1.662
C 1.355 -1.765 -1.400
C 2.658 -2.237 -0.611
O 2.524 -3.184 0.212
O 3.928 -1.588 -0.844
C 1.270 0.588 1.233
O 2.108 1.630 1.264
O 1.684 -0.562 1.905
H -4.548 0.079 -0.245
H -3.035 -0.875 -0.676
H -3.161 0.839 -1.311
H -2.859 1.905 0.981
H -1.139 0.557 2.438
H 0.297 2.757 -0.182
H -0.341 2.679 1.404
H -0.894 -0.556 -1.186
H -0.548 1.163 -1.742
H 2.160 0.427 -1.347
H 1.165 -0.050 -2.809
H 1.366 -2.296 -2.429
H 0.451 -2.214 -0.845
H 3.982 -0.945 -0.092
V 3.875 0.922 2.230
```

Results
HOMO level (alpha / beta), eV: -12.12 / -12.12
E_LUMO (alpha / beta), eV: -7.1118 / -7.0628
Net charge: +1
2S+1: 2
Maximum force, eV Å⁻¹: 6.75

Molecular formula: C9H14Cl2NO3
Method: DFT, the ωB97M-V functional and the def2-TZVPD basis

XYZ file:
```
29
C9H14Cl2NO3 (the ωB97M-V functional and the def2-TZVPD basis)
C 2.488 -0.407 -0.236
C 1.180 -0.581 0.018
C 2.967 0.889 -0.629
C 1.900 1.849 -0.054
C 0.574 1.276 -0.262
C 0.590 -1.752 2.013
C -0.678 -2.123 -0.010
C -1.656 1.314 0.656
C 0.475 1.620 -2.691
N 0.692 -1.816 0.627
O 3.973 1.294 -1.140
O -0.237 1.476 0.829
O -0.121 1.367 -1.386
Cl 3.685 -1.630 0.044
Cl 2.307 1.818 1.743
H 1.983 2.894 -0.339
H -0.255 -1.034 2.143
H 0.527 -2.892 2.447
H 1.552 -1.238 2.235
H -1.398 -1.500 0.455
H -0.790 -2.018 -1.108
H -0.899 -3.106 0.184
H -1.762 0.448 0.040
H -2.013 2.258 0.079
H -2.026 1.298 1.746
H -0.376 1.369 -3.328
H 1.348 1.087 -2.855
H 0.761 2.711 -2.709
H 1.471 -2.474 0.260
```

Results
HOMO level, eV: -13.38
E_LUMO, eV: -3.9740
Net charge: +1
Maximum force, eV Å⁻¹: 6.83
ΔE to the lowest compared entry with this formula, charge and spin, eV: 1.1802

Molecular formula: C9H14ClIO5
Method: DFT, the ωB97M-V functional and the def2-TZVPD basis

XYZ file:
```
30
C9H14ClIO5 (the ωB97M-V functional and the def2-TZVPD basis)
C 2.076 -2.531 0.145
C 2.941 -1.390 -0.385
O 2.164 -0.521 -1.219
C 2.129 0.770 -0.850
O 3.050 1.396 -0.419
O 0.929 1.327 -1.161
C -0.181 0.960 -0.321
O 0.356 0.335 0.814
C -0.842 2.300 0.056
C -0.437 2.809 1.418
O 0.383 3.643 1.605
Cl -1.345 2.159 2.809
C -1.087 -0.010 -1.104
I -1.389 0.753 -3.101
C -2.469 -0.304 -0.533
C -2.456 -0.890 0.883
H 1.232 -2.716 -0.517
H 1.676 -2.277 1.127
H 2.674 -3.432 0.255
H 3.375 -0.835 0.443
H 3.760 -1.801 -0.972
H -0.066 -0.517 0.961
H -1.928 2.268 -0.002
H -0.498 3.067 -0.631
H -0.542 -0.943 -1.240
H -2.936 -1.037 -1.190
H -3.107 0.578 -0.568
H -2.256 -0.136 1.635
H -1.761 -1.729 0.964
H -3.445 -1.296 1.097
```

Results
HOMO level, eV: -9.70
E_LUMO, eV: 0.2050
Net charge: 0
Maximum force, eV Å⁻¹: 0.74
Structure (SMILES): CCOC(=O)O[C@@](O)(CC(=O)Cl)[C@H](I)CC

Please write out number 1 again, unchanged.
Molecular formula: C9H14Br2NO4V
Method: DFT, the ωB97M-V functional and the def2-TZVPD basis

XYZ file:
```
31
C9H14Br2NO4V (the ωB97M-V functional and the def2-TZVPD basis)
C -3.409 0.176 -0.395
C -2.790 0.755 0.964
Br -4.024 0.171 2.458
C -1.343 0.186 1.360
Br -1.329 -1.800 1.464
C -0.128 0.800 0.472
N -0.367 2.293 0.451
C -0.156 0.324 -1.060
C 1.247 -0.179 -1.662
C 1.355 -1.765 -1.400
C 2.658 -2.237 -0.611
O 2.524 -3.184 0.212
O 3.928 -1.588 -0.844
C 1.270 0.588 1.233
O 2.108 1.630 1.264
O 1.684 -0.562 1.905
H -4.548 0.079 -0.245
H -3.035 -0.875 -0.676
H -3.161 0.839 -1.311
H -2.859 1.905 0.981
H -1.139 0.557 2.438
H 0.297 2.757 -0.182
H -0.341 2.679 1.404
H -0.894 -0.556 -1.186
H -0.548 1.163 -1.742
H 2.160 0.427 -1.347
H 1.165 -0.050 -2.809
H 1.366 -2.296 -2.429
H 0.451 -2.214 -0.845
H 3.982 -0.945 -0.092
V 3.875 0.922 2.230
```

Results
HOMO level (alpha / beta), eV: -12.12 / -12.12
E_LUMO (alpha / beta), eV: -7.1118 / -7.0628
Net charge: +1
2S+1: 2
Maximum force, eV Å⁻¹: 6.75